No. 1
C5H16N2O2 | ωB97M-V/def2-TZVPD

```
! wB97M-V def2-TZVPD RIJCOSX def2/J DEFGRID3
* xyz 0 1
C 0.723 -2.009 -1.390
N -0.299 -1.017 -1.106
C -0.257 0.251 -1.806
C 0.507 0.255 -3.126
O 0.276 1.235 -0.926
O -1.598 0.557 -2.075
H 1.745 -1.646 -1.217
H 0.639 -2.347 -2.422
H 0.548 -2.856 -0.730
H -0.305 -0.836 -0.103
H 0.330 1.210 -3.615
H 1.570 0.119 -2.949
H 0.131 -0.533 -3.770
H 0.036 2.101 -1.277
H -2.074 -0.025 -1.419
C -0.349 1.259 3.593
C -0.679 0.152 2.588
N 0.425 -0.232 1.722
H -0.027 2.159 3.071
H -1.222 1.501 4.194
H 0.452 0.942 4.260
H -1.008 -0.743 3.124
H -1.501 0.478 1.945
H 0.718 0.561 1.159
H 1.219 -0.535 2.276
*
```

E_LUMO: 0.86 eV
Energy relative to the best compared isomer or geometry (same formula, charge and spin): 0.666 eV
Kohn-Sham gap: 9.76 eV
Structure (SMILES): CNC(C)(O)O.CCN

Atomic partial charges in e from the Löwdin method, atoms 1 to 2: -0.117, -0.037

***

No. 2
C36H31KN6O7S2 | ωB97M-V/def2-TZVPD

```
! wB97M-V def2-TZVPD RIJCOSX def2/J DEFGRID3
* xyz -2 1
K 0.836 0.825 0.747
C 0.872 -4.177 3.012
C 1.240 -2.786 3.458
C 2.507 -2.277 3.173
C 2.881 -1.010 3.599
C 4.220 -0.435 3.227
C 1.973 -0.250 4.336
C 0.702 -0.726 4.625
C -0.278 0.100 5.410
C 0.344 -1.994 4.164
H -0.211 -4.299 2.946
H 1.247 -4.923 3.720
H 1.309 -4.402 2.040
H 3.185 -2.856 2.556
H 4.756 -0.069 4.106
H 4.099 0.414 2.551
H 4.837 -1.177 2.722
H 2.252 0.750 4.650
H -0.674 -0.469 6.256
H -1.118 0.419 4.793
H 0.198 1.000 5.803
H -0.657 -2.367 4.361
S 0.609 3.362 -1.372
C 0.397 2.737 -2.912
N 0.069 3.427 -3.968
N -0.097 2.649 -5.161
C -1.388 2.286 -5.498
C -2.393 2.181 -4.531
C -3.651 1.723 -4.888
C -3.951 1.367 -6.198
C -2.955 1.483 -7.162
C -1.694 1.937 -6.823
N 0.371 1.283 -3.053
N 1.465 0.784 -3.323
C 1.401 -0.622 -3.604
C 0.345 -1.140 -4.352
C 0.343 -2.490 -4.668
C 1.379 -3.308 -4.233
C 2.420 -2.784 -3.478
C 2.441 -1.428 -3.173
H 0.398 3.096 -5.921
H -2.171 2.453 -3.508
H -4.407 1.636 -4.116
H -4.935 0.998 -6.458
H -3.160 1.211 -8.192
H -0.919 2.009 -7.579
H -0.448 -0.477 -4.671
H -0.474 -2.904 -5.247
H 1.367 -4.367 -4.471
H 3.197 -3.430 -3.090
H 3.231 -1.005 -2.568
O 2.890 -3.191 0.042
C 1.908 -2.438 -0.078
O 1.845 -1.194 0.040
C 0.578 -3.131 -0.402
C 0.580 -4.313 -1.131
C -0.596 -4.975 -1.445
C -1.813 -4.484 -0.999
C -1.795 -3.323 -0.243
C -0.634 -2.627 0.053
N -3.076 -2.823 0.285
O -3.052 -1.904 1.078
O -4.103 -3.379 -0.086
H 1.540 -4.703 -1.443
H -0.566 -5.884 -2.034
H -2.749 -4.973 -1.216
H -0.704 -1.731 0.657
O 1.952 2.902 3.136
C 0.735 3.059 3.101
N -0.168 2.178 2.609
S -1.680 2.717 2.703
O -2.257 2.925 1.401
O -2.474 1.955 3.642
C -1.294 4.277 3.453
C -2.125 5.306 3.852
C -1.529 6.405 4.458
C -0.149 6.450 4.655
C 0.664 5.402 4.248
C 0.068 4.311 3.639
H -3.195 5.254 3.694
H -2.140 7.239 4.780
H 0.289 7.321 5.128
H 1.738 5.417 4.383
*
```

E_LUMO: 3.91 eV
Energy relative to the best compared isomer or geometry (same formula, charge and spin): 0.854 eV
Kohn-Sham gap: 6.35 eV

Atomic partial charges in e from the Löwdin method, atoms 1 to 2: 0.692, -0.048

***

No. 3
C23H20Cl2OZn | ωB97M-V/def2-TZVPD

```
! wB97M-V def2-TZVPD RIJCOSX def2/J DEFGRID3
* xyz -2 1
C 5.570 -2.236 -1.845
O 5.224 -0.817 -1.822
C 3.895 -0.527 -1.801
C 3.466 0.832 -1.738
C 2.125 1.139 -1.694
C 1.095 0.130 -1.749
C -0.276 0.502 -1.702
C -1.462 -0.292 -1.770
C -2.734 0.378 -1.759
C -3.934 -0.324 -1.777
C -3.941 -1.731 -1.800
C -2.723 -2.419 -1.805
C -1.518 -1.720 -1.799
C 1.566 -1.212 -1.823
C 2.907 -1.539 -1.833
H 6.658 -2.249 -1.847
H 5.189 -2.755 -0.952
H 5.189 -2.730 -2.753
H 4.227 1.614 -1.722
H 1.805 2.180 -1.607
H -0.444 1.575 -1.615
H -2.744 1.471 -1.718
H -4.886 0.216 -1.769
H -4.882 -2.282 -1.812
H -2.706 -3.513 -1.814
H -0.607 -2.297 -1.803
H 0.878 -2.040 -1.871
H 3.204 -2.593 -1.874
Cl 3.193 3.249 3.322
Zn 1.475 3.022 2.080
Cl 0.190 3.819 0.563
C 0.330 1.357 3.272
C 0.875 0.517 2.234
C -0.208 -0.075 1.553
C -1.438 0.360 2.134
C -1.108 1.279 3.205
C -2.129 1.895 3.932
C -3.459 1.547 3.659
C -3.780 0.613 2.649
C -2.775 0.023 1.880
H 0.871 1.797 4.123
H 1.936 0.345 2.039
H -0.162 -0.777 0.728
H -1.868 2.631 4.700
H -4.269 2.003 4.234
H -4.822 0.337 2.474
H -2.994 -0.702 1.092
*
```

E_LUMO: 4.59 eV
Kohn-Sham gap: 4.06 eV

Atomic partial charges in e from the Löwdin method, atoms 1 to 2: -0.100, -0.130

***

Among the records above, which one has the highest E_LUMO? C23H20Cl2OZn